# 1
An isolated molecule of C17H18F3N3O2. Source: the Open Molecules 2025 dataset; level of theory: ωB97M-V with the def2-TZVPD basis set.

The geometry in XYZ format:
```
43
Properties=species:S:1:pos:R:3:forces:R:3:nbo_charge:R:1
C 5.10982 2.48411 1.01192 -0.192 0.150 -0.318 -0.649
C 4.10734 1.85429 0.11364 0.131 -0.849 0.565 0.286
C 3.61083 0.59063 0.05601 0.208 0.583 0.023 -0.297
C 2.67537 0.57049 -1.02443 0.167 0.851 -0.336 -0.264
C 1.91001 -0.55681 -1.58257 0.031 -0.040 -0.041 0.683
O 1.74806 -0.69182 -2.78554 -0.080 0.067 -0.295 -0.636
N 1.41720 -1.47107 -0.69939 -0.063 -0.155 -0.039 -0.438
C 1.25435 -1.23667 0.72154 -0.024 0.084 0.430 -0.216
C -0.04109 -1.89492 1.21905 0.263 0.006 0.179 -0.240
N -1.10529 -1.72313 0.25990 0.380 -0.056 -0.114 -0.406
C -2.23576 -1.06004 0.58179 -0.501 0.263 0.242 0.423
C -3.31384 -0.92513 -0.32215 0.068 -0.049 -0.028 -0.317
C -4.43176 -0.24041 0.08159 0.132 0.130 0.418 -0.109
C -4.47390 0.30171 1.37007 -0.031 0.051 -0.047 -0.274
C -5.69098 1.02680 1.83783 -0.231 0.029 0.111 0.980
F -6.70129 0.18717 2.15684 -0.015 -0.170 -0.026 -0.331
F -5.47420 1.77524 2.92994 0.242 0.018 0.151 -0.324
F -6.19225 1.85513 0.90201 0.072 0.016 -0.237 -0.328
C -3.37432 0.10839 2.19454 -0.542 0.218 -0.157 0.117
N -2.29764 -0.54380 1.81871 0.369 -0.218 -0.120 -0.504
C -0.85667 -2.24042 -1.07160 -0.001 -0.109 -0.207 -0.218
C 0.63192 -2.56602 -1.22150 -0.131 -0.080 -0.292 -0.236
C 2.68948 1.83956 -1.54930 -0.542 -0.950 -0.148 0.370
C 1.92641 2.43765 -2.67218 0.134 0.116 0.164 -0.673
O 3.53759 2.61706 -0.85046 0.031 0.307 -0.105 -0.405
H 5.47889 1.74958 1.72095 0.017 -0.033 0.036 0.228
H 5.94559 2.87400 0.43254 0.106 0.027 0.032 0.226
H 4.66353 3.31520 1.55669 0.028 0.043 0.089 0.226
H 3.90104 -0.23289 0.67436 0.106 -0.139 0.206 0.225
H 1.21791 -0.16016 0.90445 -0.004 -0.126 0.039 0.221
H 2.09864 -1.65679 1.28194 -0.076 0.083 0.062 0.190
H 0.11859 -2.96527 1.39068 0.008 0.072 0.067 0.187
H -0.36055 -1.43318 2.15275 0.182 -0.169 -0.105 0.268
H -3.27332 -1.35861 -1.30626 0.028 -0.058 -0.110 0.223
H -5.27452 -0.11736 -0.58219 -0.048 -0.006 -0.088 0.230
H -3.35614 0.49983 3.20288 -0.101 0.079 0.058 0.205
H -1.46083 -3.13710 -1.26259 0.013 0.045 -0.080 0.194
H -1.11602 -1.47683 -1.81227 0.001 -0.086 0.003 0.209
H 0.87809 -2.67675 -2.27892 -0.083 -0.081 0.190 0.261
H 0.89620 -3.48551 -0.69325 -0.031 0.026 -0.050 0.195
H 1.52399 1.64024 -3.28942 0.004 0.005 -0.012 0.261
H 2.58060 3.06840 -3.27018 0.012 0.044 -0.095 0.230
H 1.10894 3.05522 -2.29842 -0.036 0.061 -0.011 0.224
```
Forces are in eV/Å.

Results
Total charge   0
Multiplicity   1
LUMO   0.5734 eV
Energy relative to the best compared isomer or geometry (same formula, charge and spin)   0.0 kJ/mol
Orbital gap   8.9 eV
SMILES   Cc1cc(C(=O)N2CCN(c3ccc(C(F)(F)F)cn3)CC2)c(C)o1
HOMO energy   -8.37 eV


# 2
An isolated molecule of C17H18FNO3S. Source: the Open Molecules 2025 dataset; level of theory: ωB97M-V with the def2-TZVPD basis set.

The geometry in XYZ format:
```
41
Properties=species:S:1:pos:R:3:forces:R:3:nbo_charge:R:1
O -0.70214 -1.59676 -1.95053 -0.282 -0.025 0.064 -0.956
S 0.10382 -1.90876 -0.80554 0.133 -0.567 0.109 2.335
O 1.51258 -2.05995 -0.99635 0.102 -0.152 0.263 -0.932
C -0.51343 -3.46726 -0.07800 -0.112 0.934 -0.274 -0.681
C -2.03136 -3.46518 -0.05496 -0.089 -0.242 -0.144 -0.077
O -2.56930 -2.46526 0.77324 0.077 0.077 0.284 -0.533
C -2.58232 -1.15649 0.24182 -0.328 0.287 0.157 -0.089
C -1.42920 -0.27966 0.75930 -0.629 -0.076 -0.132 -0.085
C -1.64302 1.14286 0.29145 0.005 0.065 0.147 -0.056
C -2.01209 2.14032 1.18240 -0.010 -0.133 -0.040 -0.207
C -2.19836 3.43956 0.74067 -0.034 0.115 0.017 -0.206
C -2.01336 3.75057 -0.59505 -0.021 0.088 0.035 -0.209
C -1.64395 2.75851 -1.48896 -0.006 -0.055 -0.066 -0.221
C -1.45973 1.45921 -1.05016 -0.100 0.027 0.029 -0.167
N -0.11602 -0.75371 0.35149 0.040 -0.701 -0.523 -0.706
C 0.99457 -0.55791 1.26113 0.526 -0.042 0.097 -0.234
C 2.18773 0.04345 0.56559 0.398 0.297 0.098 0.015
C 2.02453 1.09745 -0.32413 -0.062 0.003 0.092 -0.231
C 3.11693 1.65241 -0.96572 -0.048 -0.022 0.062 -0.177
C 4.39344 1.17628 -0.72099 0.168 -0.161 0.071 -0.293
C 4.54015 0.13551 0.17560 -0.107 0.118 0.017 0.411
F 5.77898 -0.33690 0.43489 -0.073 0.004 -0.034 -0.328
C 3.46234 -0.43832 0.82217 0.072 0.121 -0.006 -0.276
H -0.11897 -4.26540 -0.69896 0.090 -0.065 -0.122 0.253
H -0.09049 -3.52544 0.92083 0.083 -0.041 0.113 0.234
H -2.40356 -4.40818 0.35779 0.140 0.054 -0.156 0.203
H -2.39812 -3.35164 -1.08382 -0.034 -0.087 0.117 0.190
H -2.57873 -1.17397 -0.85020 -0.145 0.038 0.107 0.211
H -3.51593 -0.69829 0.58784 0.176 0.035 -0.094 0.202
H -1.47768 -0.31950 1.85692 0.042 -0.008 -0.194 0.210
H -2.15657 1.90138 2.22681 0.003 -0.039 0.122 0.209
H -2.48503 4.20928 1.44186 -0.015 0.068 0.055 0.215
H -2.15566 4.76432 -0.93878 -0.005 0.083 -0.026 0.215
H -1.49809 2.99759 -2.53179 0.013 0.017 -0.097 0.216
H -1.16478 0.68120 -1.73847 0.056 -0.031 -0.110 0.233
H 1.28350 -1.51151 1.72101 0.017 0.137 0.133 0.200
H 0.66675 0.12128 2.05407 -0.098 -0.134 -0.086 0.227
H 1.03249 1.47286 -0.52175 -0.071 0.049 -0.054 0.222
H 2.97459 2.46406 -1.66286 -0.009 0.079 -0.061 0.215
H 5.25911 1.59136 -1.21207 0.102 0.021 -0.032 0.228
H 3.62637 -1.25937 1.50218 0.035 -0.137 0.064 0.221
```
Forces are in eV/Å.

Results
Total charge   0
Multiplicity   1
LUMO   0.6321 eV
Energy relative to the best compared isomer or geometry (same formula, charge and spin)   175.2 kJ/mol
Orbital gap   9.5 eV
SMILES   O=S1(=O)CCOC[C@H](c2ccccc2)N1Cc1cccc(F)c1
HOMO energy   -8.90 eV


# 3
A structure of composition C17H18FeNO4. Source: the Open Molecules 2025 dataset; level of theory: ωB97M-V with the def2-TZVPD basis set.

The geometry in XYZ format:
```
41
Properties=species:S:1:pos:R:3:forces:R:3:mulliken_spin:R:1
O 1.01302 3.79134 0.38575 0.311 -0.751 0.821 0.047
C 1.06725 2.91915 1.15270 -0.985 1.788 -2.193 0.128
Fe 1.53618 1.67357 2.41420 -0.435 1.160 -1.176 2.387
C 1.96717 2.77042 3.68842 0.827 2.714 2.244 -0.110
O 2.45004 3.60425 4.34505 -0.296 -0.678 -0.278 -0.013
C 3.20706 1.75231 1.87084 2.635 0.416 -1.475 -0.048
O 4.29707 1.94058 1.50587 -0.822 -0.530 0.550 -0.034
C 1.16661 -0.30072 0.62618 1.408 0.901 -0.144 0.435
C 2.13323 -1.30688 1.08645 0.632 -0.251 -0.038 0.101
C 2.37418 -1.35481 2.61454 0.103 0.037 -0.106 0.060
C 2.13906 -0.02048 3.31314 1.230 -1.590 0.945 0.202
C 0.78185 0.28460 3.70737 -0.589 -1.409 1.754 0.094
C -0.21871 0.21114 2.73934 -0.458 -0.536 -0.480 0.161
C 0.10041 0.24324 1.34589 -2.591 -0.280 0.445 0.264
H 1.46955 0.25766 -0.26092 -0.198 -0.005 0.611 -0.005
H 1.84389 -2.32714 0.75747 -0.003 -0.104 0.018 0.012
H 3.09277 -1.10417 0.57644 -0.191 -0.107 0.178 0.045
H 1.71187 -2.12306 3.05565 0.111 0.294 -0.088 0.000
H 3.40760 -1.69852 2.79569 -0.282 0.109 -0.040 -0.003
H 2.95099 0.21750 4.01485 -0.601 -0.259 0.124 0.013
H 0.56454 0.58137 4.74282 -0.100 -0.209 -0.404 0.098
H -1.27286 0.32410 3.02554 0.433 0.317 -0.061 0.046
H -0.68670 0.68156 0.70331 0.139 -0.211 0.324 0.070
C -5.17960 -0.41142 -3.31542 0.879 0.496 -0.314 0.006
O -3.99224 0.28805 -3.74905 -1.374 -0.299 -0.056 -0.001
C -2.79347 -0.17435 -3.30979 1.189 -0.639 0.600 0.014
C -1.65333 0.57282 -3.69212 -0.847 -0.541 0.297 -0.009
C -0.40623 0.23741 -3.20491 -0.063 -0.549 0.285 0.016
C -0.25957 -0.87957 -2.34895 -0.355 0.058 0.269 -0.042
N 0.93326 -1.13031 -1.72723 0.523 -1.042 -1.542 0.017
C -1.38707 -1.65555 -2.00992 0.335 0.198 -0.183 0.036
C -2.64241 -1.31859 -2.48813 -0.348 0.952 -0.744 -0.016
H -5.99389 0.15691 -3.76223 -0.049 -0.157 0.100 0.000
H -5.18742 -1.44658 -3.68549 -0.010 0.203 0.062 0.000
H -5.26788 -0.40965 -2.21931 0.055 0.020 -0.234 -0.002
H -1.79213 1.41571 -4.36289 0.011 -0.036 0.162 -0.002
H 0.46516 0.84777 -3.44334 -0.186 -0.164 0.012 0.005
H 1.09210 -2.02444 -1.27712 -0.143 0.407 -0.138 0.001
H 1.76795 -0.66259 -2.05721 -0.332 -0.203 0.092 0.009
H -1.28446 -2.50113 -1.32500 0.080 0.277 -0.226 0.015
H -3.51484 -1.92152 -2.22849 0.356 0.203 0.024 -0.001
```
Forces are in eV/Å.

Results
Total charge   -1
Multiplicity   5
LUMO (spin up / spin down)   2.6814 / 2.6194 eV
Orbital gap (spin up / spin down)   2.8 / 6.9 eV
HOMO energy (spin up / spin down)   -0.08 / -4.23 eV


Short version: total energy = -1272.99088; -1437.10928; -2277.80660 Eh, in the order given.